(1)
Below is a 2-piece molecular cluster, C4H8O2 overall, with properties calculated with wB97M-V/def2-TZVPD.

Last column: Löwdin charge in e.
Atoms and positions in Å:
C (-0.721, 0.990, -0.437)  -0.0530
C (0.346, 0.050, -0.770)  -0.6241
O (0.741, -0.386, -2.041)  0.0262
C (1.440, 0.017, 0.290)  -0.0293
C (0.260, -0.856, 0.361)  0.0517
O (-1.003, -0.379, 1.907)  -0.0387
H (-0.516, 2.054, -0.560)  0.0470
H (-1.052, 0.441, 1.309)  0.0347
H (-1.719, 0.682, -0.758)  0.0471
H (-0.014, -0.236, -2.622)  0.0960
H (2.369, -0.506, 0.058)  0.1184
H (1.553, 0.863, 0.957)  0.1158
H (0.176, -1.918, 0.542)  0.1272
H (-1.860, -0.815, 1.764)  0.0811

Computed properties:
* electronic energy: -8366.9943 eV
* relative energy (zero: lowest compared OMol25 entry of this formula, charge and spin): 606.65 kJ/mol
* HOMO energy (alpha / beta): -0.278 / -0.278 Eh
* frontier orbital gap (alpha / beta): 7.621 / 7.622 eV
* max |F|: 0.501 eV Å⁻¹

---

(2)
Below is one molecule with the formula C4H8O2, with properties calculated with wB97M-V/def2-TZVPD.

Last column: Löwdin charge in e.
Atoms and positions in Å:
C (-0.322, 1.758, -0.934)  -0.1031
O (-0.766, 0.920, 0.122)  -0.1442
C (-0.047, -0.002, 0.920)  -0.2590
C (-0.613, -1.397, 0.842)  -0.0385
C (0.800, -1.141, 0.396)  -0.3005
O (1.155, -1.190, -0.953)  -0.0022
H (-0.854, 2.721, -0.861)  0.0889
H (-0.655, 1.336, -1.891)  0.0849
H (0.758, 1.970, -1.009)  0.0954
H (0.220, 0.370, 1.909)  0.1421
H (-1.323, -1.476, 0.027)  0.1173
H (-0.876, -1.971, 1.731)  0.1054
H (1.584, -1.564, 1.036)  0.1463
H (0.939, -0.333, -1.338)  0.0674

Computed properties:
* electronic energy: -8370.2990 eV
* relative energy (zero: lowest compared OMol25 entry of this formula, charge and spin): 287.79 kJ/mol
* HOMO energy: -0.345 Eh
* frontier orbital gap: 10.300 eV
* max |F|: 0.576 eV Å⁻¹

---

(3)
Below is one molecule with the formula C4H8O2, with properties calculated with wB97M-V/def2-TZVPD.

Last column: Löwdin charge in e.
Atoms and positions in Å:
C (-1.878, -0.289, 0.773)  -0.0675
C (-1.068, -0.271, -0.506)  -0.2381
O (0.207, -0.881, -0.266)  -0.0494
C (1.195, -0.124, -0.826)  -0.5400
O (1.277, 0.072, -2.011)  0.1236
C (2.079, 0.484, 0.228)  0.0229
H (-2.272, -1.283, 0.996)  0.0771
H (-1.256, 0.033, 1.616)  0.0778
H (-2.717, 0.408, 0.680)  0.0790
H (-1.567, -0.776, -1.335)  0.1248
H (-0.883, 0.764, -0.810)  0.1228
H (1.504, 0.616, 1.148)  0.0839
H (2.472, 1.440, -0.122)  0.0903
H (2.908, -0.194, 0.436)  0.0928

Computed properties:
* electronic energy: -8372.4565 eV
* relative energy (zero: lowest compared OMol25 entry of this formula, charge and spin): 79.62 kJ/mol
* HOMO energy: -0.384 Eh
* frontier orbital gap: 11.391 eV
* max |F|: 0.633 eV Å⁻¹